Entry 1:
199
Properties=species:S:1:pos:R:3:lowdin_charge:R:1 method="wB97M-V/def2-TZVPD" e_lumo_ev=-0.11 gap_ev=8.8 homo_energy_ev=-8.9
O -0.624 4.570 2.466 -0.055
H -0.443 5.468 2.745 0.074
H -1.510 4.394 2.783 -0.022
O -2.735 0.144 4.017 -0.029
H -2.322 0.539 4.785 0.045
H -2.973 -0.739 4.300 0.055
C 2.891 -2.917 -4.887 -0.040
C 3.335 -4.388 -4.898 -0.449
C 2.563 -5.315 -3.996 -0.210
O 2.615 -4.954 -2.600 -0.201
C 1.925 -5.982 -1.829 -0.085
N 3.427 -4.885 -6.283 0.045
H 2.789 -2.538 -3.870 0.059
H 1.860 -2.922 -5.240 0.065
H 3.460 -2.242 -5.526 0.084
H 4.372 -4.420 -4.565 0.135
H 2.994 -6.316 -4.022 0.123
H 1.507 -5.285 -4.265 0.120
H 0.884 -6.131 -2.115 0.069
H 1.991 -5.610 -0.807 0.083
H 2.473 -6.923 -1.785 0.087
H 3.758 -5.838 -6.237 0.064
H 2.448 -5.050 -6.468 0.060
C 9.157 -0.934 -0.975 -0.077
C 8.068 -2.032 -0.709 -0.361
C 6.564 -1.757 -1.286 -0.168
O 5.944 -0.735 -0.514 -0.212
C 4.509 -0.765 -0.783 -0.079
N 8.670 -3.218 -1.343 -0.005
H 9.269 -0.829 -2.054 0.071
H 10.161 -1.212 -0.654 0.068
H 8.838 0.020 -0.555 0.062
H 8.071 -2.222 0.364 0.126
H 6.040 -2.711 -1.228 0.115
H 6.623 -1.323 -2.284 0.121
H 4.156 -1.626 -0.215 0.080
H 4.201 -0.967 -1.809 0.079
H 3.995 0.077 -0.320 0.077
H 9.648 -3.147 -1.103 0.050
H 8.776 -3.079 -2.338 0.060
C -1.139 -0.248 -7.690 -0.082
C -1.265 -0.975 -6.399 -0.420
C -0.998 -0.163 -5.175 -0.228
O 0.285 0.366 -5.321 -0.161
C 0.870 0.584 -4.071 -0.095
N -2.646 -1.549 -6.533 0.049
H -0.206 0.315 -7.667 0.078
H -1.985 0.383 -7.961 0.082
H -1.155 -0.956 -8.519 0.076
H -0.547 -1.795 -6.400 0.130
H -1.222 -0.797 -4.317 0.108
H -1.712 0.648 -5.031 0.122
H 0.768 -0.342 -3.506 0.071
H 0.357 1.408 -3.574 0.083
H 1.952 0.711 -4.073 0.092
H -2.677 -2.334 -7.167 0.069
H -2.880 -2.077 -5.704 0.015
C 3.504 4.303 1.873 -0.052
C 4.149 3.547 3.054 -0.393
C 5.705 3.703 3.114 -0.179
O 6.356 3.179 1.952 -0.173
C 6.534 1.810 2.101 -0.129
N 3.621 4.083 4.303 0.034
H 3.817 3.942 0.893 0.080
H 3.814 5.347 1.917 0.081
H 2.419 4.252 1.961 0.047
H 3.955 2.484 2.907 0.124
H 6.022 3.246 4.052 0.119
H 5.949 4.765 3.093 0.123
H 5.574 1.298 2.172 0.083
H 7.189 1.644 2.957 0.088
H 7.093 1.305 1.312 0.076
H 2.612 4.036 4.292 0.023
H 3.684 5.091 4.287 0.085
C -1.032 -2.045 7.654 -0.060
C 0.109 -2.947 7.123 -0.432
C 0.589 -2.600 5.687 -0.137
O -0.533 -3.005 4.853 -0.160
C -0.413 -2.667 3.535 -0.159
N 1.162 -2.818 8.110 0.017
H -0.657 -1.026 7.553 0.061
H -1.179 -2.248 8.715 0.073
H -1.947 -2.196 7.081 0.068
H -0.213 -3.981 7.239 0.133
H 1.570 -2.990 5.414 0.131
H 0.760 -1.536 5.850 0.102
H -0.482 -1.618 3.249 0.064
H -1.126 -3.238 2.940 0.084
H 0.559 -2.904 3.103 0.086
H 1.611 -1.920 7.998 0.066
H 0.789 -2.748 9.046 0.064
C -3.422 6.247 4.069 -0.046
C -3.811 5.087 3.141 -0.360
C -3.716 5.491 1.600 -0.146
O -4.832 6.419 1.318 -0.208
C -4.822 6.817 -0.080 -0.075
N -3.069 3.803 3.327 0.035
H -2.358 6.479 4.124 0.067
H -3.667 5.982 5.097 0.073
H -3.951 7.173 3.846 0.084
H -4.839 4.791 3.354 0.134
H -3.873 4.601 0.991 0.105
H -2.715 5.830 1.332 0.104
H -4.907 5.948 -0.733 0.079
H -3.882 7.345 -0.242 0.085
H -5.674 7.495 -0.114 0.089
H -3.535 3.067 2.816 0.039
H -3.241 3.519 4.281 0.087
C -2.067 -7.485 -1.317 -0.048
C -1.696 -6.078 -0.662 -0.379
C -2.935 -5.245 -0.242 -0.203
O -2.356 -4.018 0.183 -0.228
C -3.282 -3.088 0.688 -0.125
N -0.918 -6.354 0.572 0.043
H -2.405 -7.398 -2.350 0.062
H -2.772 -8.056 -0.714 0.069
H -1.158 -8.087 -1.323 0.062
H -1.140 -5.460 -1.366 0.103
H -3.511 -5.611 0.608 0.122
H -3.683 -5.153 -1.030 0.106
H -2.978 -2.073 0.945 0.076
H -3.565 -3.501 1.656 0.087
H -4.130 -3.028 0.005 0.072
H -0.527 -5.445 0.778 0.050
H -1.492 -6.601 1.366 0.072
C 0.878 1.450 1.412 -0.037
C -0.125 1.127 0.243 -0.349
C -0.285 -0.374 0.077 -0.179
O 0.692 -0.936 -0.797 -0.166
C 0.614 -2.307 -0.898 -0.122
N -1.400 1.803 0.659 0.072
H 1.843 0.961 1.274 0.075
H 0.438 1.049 2.326 0.070
H 1.051 2.526 1.402 0.046
H 0.370 1.583 -0.615 0.140
H -1.290 -0.531 -0.316 0.110
H -0.258 -0.927 1.016 0.111
H 0.708 -2.874 0.028 0.097
H 1.403 -2.599 -1.590 0.077
H -0.178 -2.608 -1.583 0.064
H -1.827 1.391 1.477 0.070
H -1.220 2.772 0.879 0.060
C -5.664 -1.820 -3.943 -0.056
C -4.625 -1.479 -2.848 -0.365
C -3.459 -2.533 -2.703 -0.159
O -2.845 -2.780 -3.976 -0.248
C -1.750 -3.695 -3.884 -0.074
N -4.087 -0.137 -3.205 0.060
H -5.364 -1.650 -4.977 0.073
H -6.540 -1.193 -3.779 0.070
H -5.932 -2.850 -3.709 0.072
H -5.127 -1.344 -1.889 0.112
H -3.812 -3.520 -2.401 0.101
H -2.739 -2.059 -2.037 0.111
H -0.873 -3.255 -3.409 0.077
H -1.585 -4.082 -4.889 0.092
H -2.125 -4.621 -3.448 0.079
H -3.421 0.258 -2.557 0.028
H -3.574 -0.189 -4.073 0.045
C -2.324 2.993 -2.227 -0.229
C -3.155 3.371 -3.463 -0.265
O -3.643 4.671 -3.351 -0.045
O -2.039 1.620 -2.129 -0.112
H -2.869 3.328 -1.345 0.108
H -1.358 3.495 -2.280 0.101
H -3.979 2.682 -3.649 0.112
H -2.580 3.169 -4.367 0.117
H -2.887 5.203 -3.610 0.090
H -1.777 1.490 -1.215 0.007
C -4.978 1.206 1.135 -0.182
C -6.032 0.043 0.959 -0.172
O -5.536 -1.220 1.476 -0.112
O -4.616 1.507 2.490 -0.102
H -5.398 2.129 0.736 0.119
H -4.095 0.972 0.541 0.097
H -6.348 -0.246 -0.043 0.106
H -6.900 0.164 1.607 0.113
H -6.294 -1.794 1.607 0.083
H -4.291 0.746 2.977 0.041
C 0.334 2.988 5.421 -0.209
C 1.129 1.650 5.877 -0.186
O 2.467 2.102 6.176 -0.081
O 0.930 3.424 4.232 -0.112
H 0.475 3.722 6.215 0.117
H -0.731 2.768 5.350 0.096
H 1.187 1.017 4.992 0.093
H 0.601 1.075 6.638 0.094
H 2.758 2.682 5.468 0.016
H 0.244 3.924 3.784 0.022
C 2.100 6.096 -1.247 -0.183
C 0.917 5.156 -0.781 -0.213
O 0.009 5.973 -0.047 -0.079
O 3.137 5.237 -1.857 -0.097
H 2.520 6.631 -0.396 0.102
H 1.842 6.919 -1.913 0.108
H 1.346 4.439 -0.082 0.089
H 0.516 4.665 -1.668 0.100
H -0.352 5.432 0.659 0.018
H 3.970 5.679 -2.037 0.074

=====

Entry 2:
85
Properties=species:S:1:pos:R:3:lowdin_charge:R:1 method="wB97M-V/def2-TZVPD" e_lumo_ev="-1.39 / -1.38" de_lowest_kcal_mol=16.7 gap_ev="6.9 / 6.9" homo_energy_ev="-8.3 / -8.3"
Pd 0.779 1.446 0.605 0.744
S 7.480 4.362 -0.647 1.046
C 7.438 6.066 -0.509 -0.413
C 6.188 6.521 -0.231 -0.175
C 5.239 5.479 -0.119 -0.101
C 5.776 4.236 -0.321 -0.469
C 5.114 2.941 -0.249 -0.178
C 3.723 2.859 -0.011 -0.029
N 3.089 1.729 0.167 0.072
C 3.769 0.575 0.119 -0.149
C 5.129 0.531 -0.235 -0.128
C 5.774 -0.738 -0.385 -0.012
C 5.093 -1.889 -0.200 -0.015
C 3.723 -1.875 0.217 -0.123
C 2.987 -3.043 0.433 0.064
C 1.703 -2.967 0.935 -0.203
C 1.205 -1.686 1.246 -0.103
N 1.849 -0.568 0.993 0.047
C 3.083 -0.641 0.446 -0.138
C 0.882 -4.156 1.132 -0.477
C 1.015 -5.383 0.542 -0.124
C -0.002 -6.297 0.911 -0.172
C -0.890 -5.761 1.787 -0.385
S -0.517 -4.131 2.158 1.078
C 5.797 1.749 -0.405 0.031
H 8.348 6.627 -0.642 0.065
H 5.946 7.566 -0.107 0.106
H 4.201 5.644 0.135 0.106
H 3.139 3.768 0.045 0.103
H 6.823 -0.745 -0.652 0.119
H 5.575 -2.849 -0.334 0.118
H 3.435 -4.006 0.223 0.130
H 0.237 -1.599 1.727 0.088
H 1.803 -5.620 -0.157 0.116
H -0.055 -7.309 0.538 0.108
H -1.744 -6.221 2.256 0.071
H 6.852 1.752 -0.651 0.101
O 1.878 5.161 1.643 0.041
C 1.158 4.174 1.569 -0.642
O 1.345 3.013 2.052 -0.110
C -0.171 4.305 0.814 -0.168
C -0.883 5.491 0.737 0.013
C -2.130 5.479 0.136 -0.039
C -2.624 4.284 -0.371 -0.037
C -1.825 3.158 -0.303 -0.126
N -0.623 3.180 0.265 0.038
H -0.442 6.387 1.149 0.124
H -2.708 6.391 0.066 0.112
H -3.610 4.223 -0.809 0.108
H -2.149 2.214 -0.721 0.050
F -1.732 0.802 2.156 0.073
C -2.426 -0.305 2.386 -0.262
C -2.640 -1.211 1.359 -0.121
C -3.426 -2.304 1.697 -0.252
F -3.690 -3.248 0.790 0.091
C -3.963 -2.487 2.960 -0.145
F -4.724 -3.550 3.221 0.128
C -3.711 -1.562 3.954 -0.129
F -4.212 -1.729 5.170 0.146
C -2.935 -0.454 3.663 -0.138
F -2.689 0.451 4.604 0.138
Ge -2.037 -0.865 -0.574 0.735
S -0.295 0.246 -1.217 0.321
C -3.676 0.038 -1.319 -0.149
C -3.801 0.080 -2.697 -0.236
F -2.829 -0.474 -3.438 0.087
C -4.890 0.644 -3.336 -0.136
F -4.971 0.663 -4.665 0.131
C -5.906 1.194 -2.571 -0.131
F -6.963 1.742 -3.159 0.140
C -5.812 1.179 -1.190 -0.140
F -6.787 1.703 -0.447 0.127
C -4.696 0.621 -0.588 -0.218
F -4.628 0.663 0.751 0.101
C -2.113 -2.666 -1.466 -0.123
C -0.957 -3.347 -1.808 -0.227
F 0.233 -2.805 -1.525 0.059
C -0.976 -4.584 -2.428 -0.140
F 0.162 -5.212 -2.729 0.120
C -2.191 -5.174 -2.726 -0.128
F -2.230 -6.376 -3.289 0.140
C -3.369 -4.509 -2.428 -0.134
F -4.541 -5.065 -2.731 0.130
C -3.312 -3.268 -1.820 -0.236
F -4.471 -2.655 -1.548 0.100

=====

Entry 3:
92
Properties=species:S:1:pos:R:3:lowdin_charge:R:1 method="wB97M-V/def2-TZVPD" e_lumo_ev=-7.65 total_charge=+2 de_lowest_kcal_mol=39.5 gap_ev=6.2 homo_energy_ev=-13.8
Au -1.884 -0.742 2.313 0.332
C -2.799 -1.348 -2.243 -0.075
N -2.365 -0.851 -0.918 -0.425
P -2.899 -1.703 0.489 0.858
C -4.658 -1.934 0.243 -0.370
C -5.179 -3.152 -0.194 -0.077
C -6.545 -3.271 -0.406 -0.043
C -7.389 -2.192 -0.174 -0.037
C -6.867 -0.979 0.261 -0.051
C -5.506 -0.848 0.478 -0.088
C -2.128 -3.336 0.496 -0.386
C -2.584 -4.252 1.447 -0.110
C -1.964 -5.486 1.562 -0.048
C -0.858 -5.782 0.773 -0.047
C -0.373 -4.851 -0.132 -0.050
C -1.003 -3.622 -0.271 -0.094
P -0.982 0.093 -0.722 0.953
C -0.655 0.650 -2.394 -0.375
C -0.006 -0.220 -3.274 -0.102
C 0.217 0.168 -4.583 -0.038
C -0.187 1.429 -5.008 -0.027
C -0.804 2.303 -4.122 -0.037
C -1.031 1.928 -2.808 -0.073
C -1.600 1.512 0.209 -0.413
C -2.904 1.968 -0.015 -0.107
C -3.342 3.119 0.617 -0.043
C -2.488 3.827 1.458 -0.030
C -1.191 3.382 1.673 -0.042
C -0.750 2.220 1.057 -0.139
H -3.826 -1.698 -2.159 0.088
H -2.188 -2.173 -2.611 0.092
H -2.764 -0.540 -2.966 0.090
H -4.529 -3.997 -0.378 0.111
H -6.950 -4.213 -0.751 0.120
H -8.455 -2.298 -0.323 0.121
H -7.524 -0.139 0.445 0.118
H -5.091 0.088 0.837 0.094
H -3.428 -3.997 2.079 0.108
H -2.338 -6.212 2.271 0.119
H -0.362 -6.738 0.878 0.119
H 0.504 -5.076 -0.726 0.118
H -0.617 -2.892 -0.975 0.077
H 0.327 -1.194 -2.932 0.101
H 0.708 -0.508 -5.271 0.120
H -0.003 1.737 -6.029 0.122
H -1.106 3.289 -4.451 0.123
H -1.492 2.621 -2.119 0.108
H -3.557 1.439 -0.698 0.109
H -4.344 3.484 0.433 0.121
H -2.835 4.730 1.944 0.123
H -0.526 3.946 2.316 0.121
H 0.254 1.855 1.237 0.036
I -3.233 -1.711 5.319 0.769
C -1.145 -1.624 5.686 -1.092
I -0.130 -0.300 4.341 0.951
H -0.727 -2.613 5.556 -0.023
H -0.970 -1.261 6.691 -0.024
F 5.938 -0.646 0.636 0.122
C 5.453 -0.328 1.835 -0.201
C 4.202 0.266 1.909 -0.140
C 3.681 0.538 3.164 -0.251
F 2.450 1.084 3.230 -0.026
C 4.378 0.263 4.315 -0.133
F 3.851 0.519 5.508 0.137
C 5.644 -0.299 4.216 -0.115
F 6.324 -0.567 5.309 0.179
C 6.183 -0.602 2.975 -0.127
F 7.380 -1.157 2.894 0.162
Ge 3.129 0.709 0.347 0.821
S 1.242 -0.462 0.642 0.391
C 2.786 2.650 0.283 -0.135
C 3.345 3.598 1.125 -0.205
F 4.192 3.208 2.078 0.122
C 3.037 4.941 1.001 -0.129
F 3.574 5.835 1.816 0.158
C 2.147 5.352 0.022 -0.123
F 1.834 6.627 -0.093 0.170
C 1.578 4.423 -0.835 -0.134
F 0.706 4.806 -1.766 0.135
C 1.924 3.100 -0.693 -0.242
F 1.402 2.178 -1.518 0.067
C 3.935 0.299 -1.396 -0.135
C 3.467 -0.624 -2.316 -0.223
F 2.418 -1.403 -2.012 0.031
C 4.029 -0.737 -3.571 -0.134
F 3.527 -1.598 -4.453 0.134
C 5.092 0.077 -3.922 -0.120
F 5.608 -0.003 -5.133 0.170
C 5.593 0.999 -3.017 -0.129
F 6.592 1.797 -3.360 0.159
C 5.002 1.099 -1.776 -0.221
F 5.429 2.020 -0.900 0.107

=====

Entry 4:
80
Properties=species:S:1:pos:R:3:lowdin_charge:R:1 method="wB97M-V/def2-TZVPD" e_lumo_ev=1.94 total_charge=-1 de_lowest_kcal_mol=0.7 gap_ev=5.1 homo_energy_ev=-3.1
Mo -0.233 0.270 0.087 1.544
C 4.327 -0.675 4.821 -0.121
C 3.875 -2.021 4.763 -0.119
C 2.842 -2.393 3.944 -0.043
C 2.226 -1.406 3.147 -0.133
C 1.165 -1.438 2.214 -0.300
N 0.979 -0.166 1.725 -0.045
C 1.862 0.679 2.312 -0.315
N 1.968 2.027 2.080 0.184
C 1.114 2.703 1.396 -0.307
C 1.192 4.170 1.253 -0.109
C 2.133 5.085 1.698 -0.021
C 1.911 6.426 1.419 -0.096
C 0.770 6.838 0.724 -0.095
C -0.174 5.917 0.291 -0.019
C 0.059 4.579 0.565 -0.115
C -0.721 3.368 0.248 -0.379
N -1.841 3.400 -0.385 0.156
C -2.529 2.262 -0.698 -0.322
N -2.095 0.975 -0.565 -0.019
C -3.102 0.120 -0.992 -0.288
N -3.178 -1.233 -0.832 0.203
C -2.323 -2.015 -0.308 -0.237
N -0.979 -1.690 0.111 -0.129
C -0.563 -2.650 1.123 -0.242
N 0.391 -2.539 1.953 0.209
C -1.535 -3.749 1.039 -0.126
C -1.553 -4.971 1.691 -0.021
C -2.617 -5.829 1.447 -0.094
C -3.651 -5.458 0.586 -0.093
C -3.644 -4.224 -0.049 -0.016
C -2.569 -3.377 0.175 -0.106
C -4.185 0.898 -1.445 -0.131
C -5.453 0.567 -1.971 -0.039
C -6.301 1.585 -2.311 -0.115
C -5.934 2.949 -2.141 -0.118
C -4.714 3.289 -1.620 -0.040
C -3.825 2.255 -1.265 -0.131
N -0.033 2.269 0.725 -0.041
C 2.674 -0.060 3.210 -0.131
C 3.735 0.301 4.061 -0.043
H 5.149 -0.423 5.480 0.084
H 4.362 -2.764 5.384 0.086
H 2.497 -3.418 3.903 0.100
H 3.006 4.750 2.243 0.108
H 2.629 7.168 1.746 0.092
H 0.623 7.892 0.523 0.093
H -1.064 6.219 -0.245 0.110
H -0.753 -5.236 2.370 0.111
H -2.650 -6.796 1.934 0.094
H -4.473 -6.143 0.416 0.094
H -4.449 -3.917 -0.704 0.111
H -5.734 -0.471 -2.098 0.100
H -7.279 1.354 -2.720 0.086
H -6.637 3.723 -2.426 0.084
H -4.425 4.323 -1.478 0.102
H 4.067 1.331 4.104 0.101
Br 0.423 2.460 -2.656 0.874
C 1.915 1.625 -1.875 -0.719
C 3.165 1.943 -2.386 -0.113
C 4.265 1.255 -1.912 -0.059
C 4.074 0.266 -0.963 -0.033
C 2.798 0.035 -0.492 -0.096
N 1.718 0.722 -0.916 -0.074
H 3.246 2.702 -3.149 0.095
H 5.253 1.480 -2.293 0.108
H 4.892 -0.321 -0.572 0.111
H 2.611 -0.731 0.246 0.109
C -0.016 -1.310 -0.919 -0.269
C 0.457 -2.206 -1.958 -0.203
C 0.382 -3.601 -1.868 -0.019
C 0.874 -4.404 -2.885 -0.091
C 1.456 -3.842 -4.013 -0.112
C 1.528 -2.458 -4.120 -0.093
C 1.028 -1.652 -3.112 -0.044
H -0.056 -4.063 -0.994 0.102
H 0.803 -5.481 -2.791 0.098
H 1.839 -4.473 -4.804 0.091
H 1.961 -2.003 -5.002 0.097
H 1.045 -0.575 -3.222 0.084